1.
The following is a DFT calculation (the ωB97M-V functional and the def2-TZVPD basis) of a structure of composition C10H5N3 at a distorted geometry.

Each line ends with the natural charge from an NBO analysis.
CARTESIAN COORDINATES (ANGSTROEM)
1 C -1.0988 0.9414 -2.3142  0.251
2 C 0.1946 2.5222 -0.7822  0.248
3 C 1.5391 0.5058 -1.8609  0.221
4 C 0.0138 -1.6308 1.9231  -0.166
5 C -0.3571 -2.0921 0.6450  -0.206
6 C 0.1277 -0.2898 2.2292  -0.217
7 C -0.5249 -1.1315 -0.3708  -0.142
8 C -0.0715 0.6219 1.2712  -0.166
9 C -0.3676 0.2527 -0.0693  -0.097
10 C -0.2203 1.2050 -1.1901  -0.108
11 N -1.8564 0.7277 -3.1490  -0.197
12 N 0.4519 3.6056 -0.4842  -0.200
13 N 2.4215 -0.0800 -2.2494  -0.373
14 H 0.6242 -2.2758 2.6786  0.230
15 H -0.4471 -3.0723 0.3154  0.227
16 H 0.4125 0.0226 3.3014  0.236
17 H -0.8628 -1.5005 -1.3432  0.233
18 H 0.0212 1.6679 1.4495  0.227

Summary:
**Net charge**: 0
**2S+1**: 1

---

2.
The following is a DFT calculation (the ωB97M-V functional and the def2-TZVPD basis) of a structure of composition C10H5N6O7 at a distorted geometry.

Each line ends with the natural charge from an NBO analysis.
CARTESIAN COORDINATES (ANGSTROEM)
1 N 1.0568 -0.9766 2.0839  -0.466
2 C 1.0971 0.4238 2.1061  0.780
3 O 2.1294 1.0615 2.1110  -0.639
4 N -0.1458 1.1207 2.1186  -0.645
5 C -1.4444 0.6142 2.0908  0.637
6 O -2.4116 1.3779 2.0580  -0.642
7 C -1.4022 -0.8269 2.0991  -0.446
8 C -0.1925 -1.4923 2.1204  0.108
9 H -0.0384 2.1338 2.1326  0.420
10 H -2.3619 -1.3473 2.0852  0.230
11 H -0.2370 -2.5845 2.1700  0.204
12 O 7.6538 -0.1206 3.1395  -0.396
13 N 7.0839 -0.4443 2.0802  0.516
14 O 7.6646 -0.3788 0.9762  -0.431
15 C 5.7032 -0.9106 2.1101  -0.116
16 C 4.9895 -1.1436 0.9312  -0.059
17 C 3.6341 -1.5651 0.9065  -0.130
18 N 3.0221 -1.8504 -0.3538  0.506
19 O 3.6875 -1.6678 -1.4008  -0.442
20 O 1.8572 -2.3244 -0.3619  -0.443
21 C 2.7670 -1.7942 2.0938  0.044
22 C 3.5336 -1.4198 3.3097  0.046
23 N 3.0836 -1.5322 4.5673  -0.059
24 O 4.2851 -1.3798 5.3540  -0.173
25 N 5.3792 -1.0227 4.6022  -0.058
26 C 4.9382 -1.0791 3.3191  0.143
27 H 5.4673 -0.9319 -0.0248  0.279
28 H 2.3304 -2.8253 2.1354  0.234

Summary:
**Net charge**: -1
**2S+1**: 1

---

3.
The following is a DFT calculation (the ωB97M-V functional and the def2-TZVPD basis) of a structure of composition C10H6BaF5N6O4 at a distorted geometry.

Each line ends with the Mulliken charge.
CARTESIAN COORDINATES (ANGSTROEM)
1 Ba -0.6971 0.9652 -1.2098  2.048
2 O -0.3176 -3.1681 -2.7285  -0.745
3 C -0.1725 -2.0193 -2.3224  0.325
4 O -1.0657 -1.1749 -2.0578  -0.766
5 C 1.2570 -1.5368 -2.0353  0.116
6 C 2.3846 -2.3469 -2.1004  -0.410
7 C 3.5980 -1.8188 -1.6863  -0.254
8 C 3.6488 -0.5127 -1.2224  -0.398
9 C 2.4731 0.2295 -1.2149  0.103
10 N 1.3273 -0.2851 -1.6199  -0.400
11 C 2.3549 1.6631 -0.6706  0.449
12 O 3.3635 2.1780 -0.2006  -0.727
13 O 1.1996 2.1487 -0.7488  -0.823
14 H 2.2827 -3.3617 -2.4552  0.492
15 H 4.4945 -2.4261 -1.7067  0.409
16 H 4.5594 -0.0579 -0.8622  0.493
17 N -0.2553 -0.3936 4.5300  -0.588
18 N -0.5690 -0.6185 3.2259  1.319
19 N -1.0354 -1.7645 2.7974  -0.954
20 C -1.1300 -1.5476 1.4927  -0.383
21 N -0.7341 -0.3168 1.1786  0.161
22 N -0.3846 0.2595 2.2852  -0.719
23 H -0.8581 -0.9208 5.1512  0.276
24 H -0.2428 0.6013 4.7237  0.291
25 H -1.4863 -2.2705 0.7881  0.548
26 F -4.2361 1.9488 -1.6824  -0.340
27 C -3.0589 2.4628 -1.1236  -0.211
28 F -3.0660 3.7878 -1.5814  -0.353
29 C -3.3500 2.5649 0.3640  0.902
30 F -2.3556 3.1827 1.0276  -0.274
31 F -3.4477 1.3379 0.9359  -0.278
32 F -4.4809 3.2105 0.7291  -0.307

Summary:
**Net charge**: -1
**2S+1**: 1

---

Calculated total energy values (in eV) by entry order: -14916.7446, -33718.2638, -41881.4711.
LUMO energy values (in eV) by entry order: -2.03, 1.80, 2.39.